A:
ORCA calculation (the ωB97M-V functional and the def2-TZVPD basis) on a cluster of 2 separate species, C4H6O in total.

HOMO-LUMO gap in eV: 10.98
LUMO level in eV: 1.026
SMILES string: C#CC.C=O
HOMO energy in eV: -10.0

```
11
C4H6O (the ωB97M-V functional and the def2-TZVPD basis)
C -0.82430 0.81268 -1.20305
O 1.30830 1.23543 1.04831
C 1.28465 0.09406 1.44218
C -0.54019 -1.61485 -0.15190
C -0.61696 -0.51480 -0.63938
H -0.42055 1.58610 -0.54083
H -0.34606 0.91744 -2.18073
H 0.58823 -0.24509 2.23388
H 1.96752 -0.68241 1.04730
H -0.49704 -2.58918 0.28427
H -1.90360 1.00062 -1.34006
```

***

B:
ORCA calculation (the ωB97M-V functional and the def2-TZVPD basis) on an isolated molecule of C4H6O.

HOMO-LUMO gap in eV: 10.15
LUMO level in eV: 0.903
SMILES string: C=C=COC
HOMO energy in eV: -9.2

```
11
C4H6O (the ωB97M-V functional and the def2-TZVPD basis)
C -1.29718 0.70578 -0.34047
O -0.04920 1.20853 0.09601
C 0.92198 -1.44808 0.85935
C 1.32825 -0.55791 -0.00716
C 1.06322 0.62730 -0.48985
H -1.20292 -0.23691 -0.89657
H -1.74764 1.46204 -0.98657
H -1.94865 0.52848 0.52306
H 1.20119 -1.34083 1.90293
H 0.16702 -2.17589 0.57893
H 1.56393 1.22749 -1.23965
```

***

A is preferred energetically. Next in line: 53.6 kJ/mol higher.

***

A:
ORCA calculation (the ωB97M-V functional and the def2-TZVPD basis) on an isolated molecule of C4H6O.

HOMO-LUMO gap in eV: 9.88
LUMO level in eV: 1.197
SMILES string: C=COC=C
HOMO energy in eV: -8.7

```
11
C4H6O (the ωB97M-V functional and the def2-TZVPD basis)
C -2.34456 -0.27000 -0.05423
C -1.19094 0.40382 -0.03350
C 1.19208 0.37993 0.03918
C 2.36119 -0.26720 -0.09520
H -3.32364 0.20187 -0.22838
H -2.32895 -1.33901 -0.03503
H -1.05999 1.47796 -0.06901
H 1.10222 1.45966 0.09268
H 2.40907 -1.34596 -0.11304
H 3.31263 0.25613 -0.19288
O -0.02724 -0.27374 0.17602
```

***

B:
ORCA calculation (the ωB97M-V functional and the def2-TZVPD basis) on a cluster of 2 separate species, C4H6O in total.

HOMO-LUMO gap in eV: 11.01
LUMO level in eV: 1.006
SMILES string: C#CC.C=O
HOMO energy in eV: -10.0

```
11
C4H6O (the ωB97M-V functional and the def2-TZVPD basis)
C -1.64176 -0.38659 0.05715
O 0.61416 1.52413 1.44831
C 1.49241 1.07643 0.75288
C 0.55432 -1.04450 -1.30489
C -0.45197 -0.76830 -0.70086
H -1.34160 0.09523 0.99409
H -2.24719 0.32712 -0.51012
H 2.07736 0.18226 1.04211
H 1.77389 1.53930 -0.21243
H 1.43574 -1.28811 -1.85681
H -2.26537 -1.25697 0.29057
```

***

C:
ORCA calculation (the ωB97M-V functional and the def2-TZVPD basis) on an isolated molecule of C4H6O.

HOMO-LUMO gap in eV: 10.24
LUMO level in eV: 1.141
SMILES string: C=C[C@H]1CO1
HOMO energy in eV: -9.1

```
11
C4H6O (the ωB97M-V functional and the def2-TZVPD basis)
C -0.95979 1.09069 -0.05605
O 0.37458 1.28841 -0.38170
C 0.88890 -0.83283 0.97797
C 0.42552 -1.06910 -0.24780
C -0.35628 0.02927 -0.85069
H -1.24206 0.88910 0.97495
H -1.58977 1.80783 -0.56660
H 0.37712 -0.13369 1.63295
H 1.83024 -1.21422 1.33945
H 0.88560 -1.79397 -0.91454
H -0.63405 -0.06149 -1.90797
```

***

D:
ORCA calculation (the ωB97M-V functional and the def2-TZVPD basis) on a structure of composition C4H6O.

HOMO-LUMO gap (alpha / beta) in eV: 8.94 / 7.76
LUMO level (alpha / beta) in eV: 0.223 / -0.055
HOMO energy (alpha / beta) in eV: -8.7 / -7.8

```
11
C4H6O (the ωB97M-V functional and the def2-TZVPD basis)
C -1.14173 0.67974 -0.49725
C -0.18281 1.42077 0.08763
C -0.38414 -0.62083 -0.44459
C 0.72266 0.24354 0.14791
O 1.99121 0.28644 -0.41768
H -2.08519 0.85305 -0.94856
H -0.33911 2.32263 0.61289
H -0.89427 -1.30077 0.24612
H 0.02906 -1.23180 -1.21141
H 1.32493 -0.55612 2.05072
H 2.24167 -0.65940 -0.43297
```

***

A is preferred energetically. Next in line: 83.6 kJ/mol higher.

***

A:
ORCA calculation (the ωB97M-V functional and the def2-TZVPD basis) on an isolated molecule of C4H6O.

HOMO-LUMO gap in eV: 10.20
LUMO level in eV: 1.054
SMILES string: C=C=COC
HOMO energy in eV: -9.1

```
11
C4H6O (the ωB97M-V functional and the def2-TZVPD basis)
C -1.62176 1.04470 -0.67502
O -0.60063 0.96952 0.29864
C 1.59789 -1.65685 1.03058
C 1.08897 -0.63240 0.40338
C 0.55895 0.41319 -0.17850
H -1.78090 0.07107 -1.15631
H -1.39162 1.79260 -1.44752
H -2.53083 1.33954 -0.14730
H 2.25470 -1.52735 1.88787
H 1.36811 -2.67598 0.72708
H 1.02042 0.90077 -1.04080
```

***

B:
ORCA calculation (the ωB97M-V functional and the def2-TZVPD basis) on a cluster of 2 separate species, C4H6O in total.

HOMO-LUMO gap in eV: 10.83
LUMO level in eV: 1.210
HOMO energy in eV: -9.6

```
11
C4H6O (the ωB97M-V functional and the def2-TZVPD basis)
C -1.12652 -0.88319 0.50728
C -1.93173 -0.13169 -0.20015
C -0.57117 0.34458 0.07784
C 1.55794 0.14074 -0.40724
O 0.30818 0.31051 -0.96726
H -0.92758 -1.64095 1.14552
H -2.89808 0.04222 -0.69172
H -0.21105 1.45505 1.03839
H 1.41540 -0.60146 0.52329
H 2.05529 1.09278 0.02007
H 2.32931 -0.12859 -1.04603
```

***

C:
ORCA calculation (the ωB97M-V functional and the def2-TZVPD basis) on a structure of composition C4H6O.

HOMO-LUMO gap (alpha / beta) in eV: 8.39 / 8.44
LUMO level (alpha / beta) in eV: 0.621 / 0.603
HOMO energy (alpha / beta) in eV: -7.8 / -7.8

```
11
C4H6O (the ωB97M-V functional and the def2-TZVPD basis)
C -0.83975 -0.99583 -0.17679
C 0.01975 0.04183 0.54148
C 1.41750 0.16495 0.01212
O 1.15560 1.36999 -0.52943
C -0.11966 1.40864 -0.07331
H -1.90833 -0.78265 -0.06814
H -0.64136 -2.00072 0.20563
H -0.03418 -0.01152 1.63533
H -0.57108 -0.98556 -1.23699
H 2.39977 0.00405 0.44791
H -0.87826 1.78681 -0.75781
```

***

D:
ORCA calculation (the ωB97M-V functional and the def2-TZVPD basis) on a cluster of 2 separate species, C4H6O in total.

HOMO-LUMO gap in eV: 9.96
LUMO level in eV: 0.742
SMILES string: C1=CC1.C=O
HOMO energy in eV: -9.2

```
11
C4H6O (the ωB97M-V functional and the def2-TZVPD basis)
C 1.71815 -0.57732 -0.27944
C 1.03571 -0.57741 1.12634
C 0.22808 -1.14905 0.24472
C -1.16596 0.21498 -1.33721
O -1.13117 1.15639 -0.63718
H 2.19845 -1.58057 -0.43515
H 1.17834 -0.01666 2.09106
H -0.74015 -1.62999 0.14747
H -1.98881 -0.24211 -1.80938
H -0.18710 0.04265 -1.83017
H 1.89873 0.19806 -1.07331
```

***

A is preferred energetically. Next in line: 167.4 kJ/mol higher.

***

A:
ORCA calculation (the ωB97M-V functional and the def2-TZVPD basis) on a cluster of 2 separate species, C4H6O in total.

HOMO-LUMO gap (alpha / beta) in eV: 8.79 / 8.01
LUMO level (alpha / beta) in eV: 0.220 / -0.655
HOMO energy (alpha / beta) in eV: -8.6 / -8.7

```
11
C4H6O (the ωB97M-V functional and the def2-TZVPD basis)
C 1.41944 -1.26956 -0.45945
C 0.53096 -0.37189 -0.19239
C 1.82059 -0.12225 0.49811
C -2.02230 0.44825 0.07652
O 2.53095 0.99628 0.10809
H 1.65728 -2.24228 -0.85612
H 1.96990 -0.33677 1.53286
H -2.64038 -0.43973 0.38281
H -2.42815 0.95745 -0.79511
H -1.70464 1.12334 0.84220
H 3.41046 1.01218 0.45457
```

***

B:
ORCA calculation (the ωB97M-V functional and the def2-TZVPD basis) on an isolated molecule of C4H6O.

HOMO-LUMO gap in eV: 9.09
LUMO level in eV: -0.282
HOMO energy in eV: -9.4

```
11
C4H6O (the ωB97M-V functional and the def2-TZVPD basis)
O 0.26273 2.33739 0.36596
C -0.00856 1.16447 0.06147
C 0.87247 -0.02524 -0.13588
C -0.01494 -1.27187 -0.10297
C -1.38199 1.29310 -0.16317
H 1.37904 0.08679 -1.10260
H 1.65428 -0.02572 0.63106
H -0.20564 -1.59611 0.92468
H 0.41567 -2.10717 -0.65737
H -1.98769 1.18868 0.74608
H -0.98538 -1.04433 -0.56726
```

***

B is preferred energetically. Next in line: 285.8 kJ/mol higher.

***

A:
ORCA calculation (the ωB97M-V functional and the def2-TZVPD basis) on an isolated molecule of C4H8O3.

HOMO-LUMO gap in eV: 10.47
LUMO level in eV: 0.651
SMILES string: O=C(CO)CCO
HOMO energy in eV: -9.8

```
15
C4H8O3 (the ωB97M-V functional and the def2-TZVPD basis)
O 0.93247 -1.25981 0.47559
C 1.61809 -0.08852 0.90317
C 0.74420 1.10864 0.47966
C -0.27922 0.47058 -0.55595
O 0.02434 0.64926 -1.71686
C -1.72618 -0.39827 -0.43830
O -2.04979 -0.75312 -1.74696
H 0.34137 -1.63908 1.13080
H 2.56325 -0.13266 0.35177
H 1.88984 -0.06340 1.97106
H 1.36903 1.87501 -0.02238
H 0.29329 1.61470 1.34059
H -1.82484 -1.34846 0.13490
H -2.50996 0.25513 -0.01645
H -1.38589 -0.29000 -2.29063
```

***

B:
ORCA calculation (the ωB97M-V functional and the def2-TZVPD basis) on an isolated molecule of C4H8O3.

HOMO-LUMO gap in eV: 11.22
LUMO level in eV: 0.908
SMILES string: CC1OCOCO1
HOMO energy in eV: -10.3

```
15
C4H8O3 (the ωB97M-V functional and the def2-TZVPD basis)
C 1.52860 -0.07109 0.44524
C 0.72615 0.02327 -0.84490
C -1.02060 -1.10772 0.03845
C -1.07117 1.11909 -0.00134
H 2.36905 0.72842 0.40552
H 2.01341 -1.04259 0.50837
H 1.10052 0.31794 1.38702
H 1.22889 0.11589 -1.80976
H -0.47692 -1.12672 1.09258
H -1.75154 -1.98869 -0.02021
H -1.91560 1.93692 -0.10632
H -0.69831 1.05343 1.04890
O -0.13672 -1.08062 -1.07984
O -1.85061 -0.03208 -0.13950
O -0.04515 1.15455 -0.92423
```

***

A is preferred energetically. Next in line: 32.4 kJ/mol higher.

***

A:
ORCA calculation (the ωB97M-V functional and the def2-TZVPD basis) on a cluster of 2 separate species, CH7N3S in total.

HOMO-LUMO gap (alpha / beta) in eV: 8.31 / 7.79
LUMO level (alpha / beta) in eV: 0.269 / 0.335
HOMO energy (alpha / beta) in eV: -8.0 / -7.5

```
12
CH7N3S (the ωB97M-V functional and the def2-TZVPD basis)
C 2.05253 -0.23122 0.20897
N -0.98241 -1.17902 -0.96009
N -1.54374 1.16136 -0.10322
N -1.10745 0.41179 0.97080
S -0.37132 -1.08988 0.46062
H 1.41281 0.63733 0.15648
H 2.49861 -0.72327 -0.61760
H 2.68588 -0.16126 1.09717
H -0.77859 -2.06841 -1.33951
H -2.36426 0.71832 -0.66089
H -0.83900 1.38318 -0.80162
H -0.66306 1.14106 1.58890
```

***

B:
ORCA calculation (the ωB97M-V functional and the def2-TZVPD basis) on a cluster of 2 separate species, CH7N3S in total.

HOMO-LUMO gap in eV: 9.80
LUMO level in eV: 0.740
SMILES string: N=C(N)N.S
HOMO energy in eV: -9.1

```
12
CH7N3S (the ωB97M-V functional and the def2-TZVPD basis)
N -0.07206 1.31475 0.22196
C 0.56217 0.46080 1.14354
N 0.24804 0.76458 2.45501
N 1.35672 -0.45336 0.73306
H -0.19525 2.28211 0.46766
H 0.72916 1.35330 -0.42394
H -0.42562 1.43965 2.76953
H 0.41816 0.04110 3.13806
H 1.82090 -0.84087 1.54884
H -0.55997 -1.34082 -3.28862
S -0.97450 -1.06190 -2.05324
H -0.14489 -0.10359 -1.95511
```

***

B is preferred energetically. Next in line: 468.3 kJ/mol higher.

***

A:
ORCA calculation (the ωB97M-V functional and the def2-TZVPD basis) on a cluster of 2 separate species, CH4NS in total.

Net charge: -1
HOMO-LUMO gap in eV: 7.04
LUMO level in eV: 4.438
HOMO energy in eV: -2.6

```
7
CH4NS (the ωB97M-V functional and the def2-TZVPD basis)
S 2.74691 -0.59705 -0.51544
H 2.65518 -1.04905 -1.74506
C -1.11675 0.22900 0.08494
N -1.50144 0.38321 1.31732
H -0.12364 0.45590 -0.35905
H -1.94408 0.11294 -0.67541
H -0.71618 0.46505 1.89271
```

***

B:
ORCA calculation (the ωB97M-V functional and the def2-TZVPD basis) on a cluster of 2 separate species, CH4NS in total.

Net charge: -1
HOMO-LUMO gap in eV: 5.86
LUMO level in eV: 3.472
HOMO energy in eV: -2.4

```
7
CH4NS (the ωB97M-V functional and the def2-TZVPD basis)
S 1.29258 0.87593 2.29177
H 2.27747 1.79037 2.12126
C -1.34297 -0.76662 -2.96366
N -1.64326 -1.30111 -1.83686
H -0.33175 -0.17823 -3.27157
H -1.95535 -0.97898 -3.78737
H -1.11096 -0.94062 -1.09063
```

***

A is preferred energetically. Next in line: 34.9 kJ/mol higher.

***

A:
ORCA calculation (the ωB97M-V functional and the def2-TZVPD basis) on an isolated molecule of C4H11N3.

HOMO-LUMO gap in eV: 8.66
LUMO level in eV: 1.076
SMILES string: C/C(=C/N)N(C)N
HOMO energy in eV: -7.6

```
18
C4H11N3 (the ωB97M-V functional and the def2-TZVPD basis)
C -1.61518 -0.38711 0.92232
C -0.25985 1.79575 -0.51042
N -0.36684 -0.66547 0.23736
C 1.72985 0.26289 -0.19813
N -0.54570 -1.47055 -0.90931
N 2.41971 -0.85244 0.21320
C 0.44148 0.55902 -0.03547
H -0.68361 -2.44218 -0.64821
H -1.25677 -1.10486 -1.54957
H 3.20478 -0.70527 0.83182
H 1.82564 -1.64170 0.42125
H 2.22698 1.28901 -0.20757
H -2.36376 0.11787 0.29178
H -2.03967 -1.33653 1.25934
H -1.41533 0.23197 1.79430
H 0.47541 2.53760 -0.81211
H -0.89163 1.58626 -1.37463
H -0.88551 2.22571 0.27406
```

***

B:
ORCA calculation (the ωB97M-V functional and the def2-TZVPD basis) on a cluster of 2 separate species, C4H11N3 in total.

HOMO-LUMO gap in eV: 8.82
LUMO level in eV: 0.798
HOMO energy in eV: -8.0

```
18
C4H11N3 (the ωB97M-V functional and the def2-TZVPD basis)
C 0.36170 0.00515 0.41872
C 1.80001 0.48942 0.30633
C -1.98867 0.12963 -0.90516
C -0.15698 -0.79547 -0.82368
N 0.16155 -0.80959 1.60842
N -0.56486 1.11544 0.51536
N 0.56207 -1.30978 -1.72856
H 0.92987 -1.46465 1.71216
H -0.68008 -1.36910 1.49166
H -1.17815 1.09711 1.32103
H -0.32951 1.91486 -0.06219
H 1.58073 -1.24368 -1.57095
H 1.91956 1.17178 -0.53936
H 2.12854 1.00268 1.21439
H 2.47031 -0.35845 0.12412
H -2.06112 -0.08370 -1.96591
H -2.44345 1.11397 -0.81107
H -2.51152 -0.60561 -0.30530
```

***

A is preferred energetically. Next in line: 169.9 kJ/mol higher.